{
  "formula": "C19H40Ca3NO14P2",
  "method": "wB97M-V/def2-TZVPD",
  "symbols": ["Ca", "Ca", "Ca", "P", "P", "O", "O", "O", "O", "O", "O", "O", "O", "O", "O", "O", "O", "O", "O", "N", "C", "C", "C", "C", "C", "C", "C", "C", "C", "C", "C", "C", "C", "C", "C", "C", "C", "C", "C", "H", "H", "H", "H", "H", "H", "H", "H", "H", "H", "H", "H", "H", "H", "H", "H", "H", "H", "H", "H", "H", "H", "H", "H", "H", "H", "H", "H", "H", "H", "H", "H", "H", "H", "H", "H", "H", "H", "H", "H"],
  "positions_angstrom": [[-1.56136, 0.92632, 0.08523], [-0.73413, 0.53938, 3.57780], [1.94089, -1.03293, 2.30785], [0.85816, -1.35265, 4.96315], [0.72415, 1.35104, 1.12464], [-0.01353, -1.56321, 3.63593], [-2.92616, 0.54940, 2.28459], [0.70425, 0.18608, 5.15540], [-2.19535, 3.19112, -0.34308], [-2.42016, -1.35872, -0.27294], [0.06749, -0.08305, 1.44615], [0.27707, -2.28730, 5.99956], [0.55194, 1.38037, -0.40293], [2.15354, -1.98972, 4.29230], [-1.87863, 0.66971, -2.31206], [-5.09961, 1.15220, 2.47005], [-0.50803, 1.98141, 1.85696], [2.07129, 1.07908, 1.80205], [-3.99162, 1.15492, 0.49883], [4.01439, -1.53529, 1.02007], [-2.91931, 1.43867, -2.92954], [-2.82264, 4.16833, 0.50812], [2.54401, -0.98309, -0.88749], [-1.57958, 5.20480, -1.30514], [5.32588, -2.05950, 3.09587], [-2.61510, 1.45323, -4.42713], [-3.57173, -2.20078, -0.24312], [-1.54169, 0.37308, -4.59921], [-0.83516, 0.46261, -3.24501], [-1.69347, -3.38077, -1.13388], [-2.26688, 5.50011, 0.04241], [-3.97808, 0.94067, 1.74908], [-3.08140, -3.63576, -0.53004], [3.80798, -0.63394, -0.12004], [-1.24839, -2.17855, -0.34181], [5.47289, -3.22122, -0.18019], [-1.08214, 3.81962, -0.99693], [4.99582, -1.04384, 2.00087], [4.18097, -2.91926, 0.58307], [-0.69132, 3.18868, -1.79354], [6.14062, -1.66039, 3.70249], [-5.72054, 1.44909, 1.80231], [-4.02660, -2.14512, 0.74740], [-0.76113, 5.91768, -1.39398], [-3.00757, 2.44175, -2.51142], [4.67470, -0.60834, -0.79712], [5.50256, -4.26783, -0.49479], [3.29664, -3.28450, 0.06105], [5.60884, -2.61262, -1.07424], [-3.51319, 1.27469, -5.02000], [-2.61295, 3.92805, 1.54866], [5.64531, -3.03895, 2.74678], [-3.72202, -4.18222, -1.22242], [-2.01544, -0.60423, -4.70428], [4.21799, -3.54098, 1.47928], [2.67452, -1.78643, -1.61947], [-4.27017, -1.83841, -0.99883], [-0.31829, -0.45688, -2.96872], [-1.49126, 5.85929, 0.72720], [-0.86628, 0.56181, -5.43009], [-3.89190, 4.09750, 0.30752], [-2.23411, 2.41770, -4.77196], [-1.84976, -3.10743, -2.18274], [2.17658, -0.10963, -1.42474], [4.64044, -0.12262, 2.46869], [-0.09792, 1.27479, -3.23600], [-0.42671, -1.64745, -0.82813], [3.66852, 0.37189, 0.27715], [-2.26726, 5.20391, -2.14963], [-2.96914, 6.33566, 0.03114], [1.69063, -1.27817, -0.24263], [6.32837, -3.10041, 0.48767], [4.45072, -2.19314, 3.74729], [-0.94106, -2.36836, 0.69245], [-3.00668, -4.22048, 0.38682], [5.94459, -0.78665, 1.49338], [-0.24948, 3.84520, -0.28408], [-0.97833, -4.20107, -1.08676], [-3.85845, 0.93202, -2.70129]],
  "forces_ev_per_angstrom": [[-2.632, -1.098, 0.351], [-1.011, -0.981, -0.351], [-1.073, -1.420, 1.274], [-1.664, -4.456, -1.266], [-1.182, -4.624, 1.387], [-0.990, 1.098, -0.721], [-0.083, -0.083, 1.555], [1.308, 0.189, 0.661], [0.254, 0.018, -0.488], [0.304, 0.125, -0.318], [0.289, -1.769, -1.315], [0.803, 1.384, 0.699], [1.436, 1.997, 0.006], [1.611, 1.890, 1.195], [0.026, 0.510, 0.078], [0.199, -0.100, 0.215], [1.663, 4.263, -0.398], [0.522, 3.265, -0.841], [-1.257, 0.287, 0.218], [-0.425, -0.087, -0.298], [-0.555, -0.084, -0.200], [-0.363, -0.283, -0.510], [-0.564, -0.261, -0.399], [0.054, 0.182, 0.798], [-0.478, 0.328, 0.499], [-0.079, 0.135, -0.485], [-0.019, -0.311, 0.214], [-0.136, 0.149, 0.493], [0.351, -0.379, -0.555], [-0.318, -0.124, 0.080], [0.449, 0.926, 0.275], [1.707, -0.196, -1.814], [0.245, -0.078, -0.149], [-0.119, 0.260, 0.227], [0.194, 0.075, 0.204], [-0.009, -0.209, -0.050], [0.598, -0.148, 0.603], [1.071, -0.696, -0.438], [0.617, -0.621, 0.699], [-0.509, 0.004, -0.272], [-0.065, 0.059, 0.035], [-0.400, 0.119, -0.127], [-0.104, 0.139, -0.058], [-0.049, -0.024, -0.611], [0.313, -0.028, 0.160], [0.005, -0.050, 0.070], [-0.178, 0.028, -0.012], [-0.014, 0.379, -0.269], [0.027, 0.077, 0.053], [0.024, -0.151, 0.034], [0.061, 0.033, 0.040], [0.087, 0.080, -0.209], [-0.127, 0.092, 0.056], [0.123, -0.048, -0.073], [-0.183, 0.041, 0.012], [0.153, -0.046, 0.112], [-0.042, 0.023, 0.055], [0.000, 0.033, 0.060], [0.061, -0.279, 0.007], [-0.031, -0.070, -0.078], [-0.040, -0.122, 0.195], [0.094, 0.032, 0.254], [0.285, 0.091, -0.001], [0.065, 0.048, 0.030], [-0.221, 0.014, -0.156], [-0.132, 0.065, 0.146], [-0.206, 0.303, 0.021], [0.147, -0.012, 0.084], [0.043, 0.184, -0.078], [-0.340, -0.308, -0.243], [0.481, 0.208, -0.172], [0.044, 0.237, -0.123], [0.101, -0.087, -0.007], [0.140, -0.381, -0.127], [0.023, 0.090, 0.051], [-0.190, 0.113, -0.074], [-0.043, 0.237, 0.007], [-0.170, -0.138, 0.093], [0.018, -0.060, -0.020]],
  "lowdin_charge": [1.43, 1.44, 1.38, -0.06, 0.04, -0.66, -0.10, -0.56, -0.28, -0.24, -0.73, -0.41, -0.44, -0.57, -0.24, 0.11, -0.56, -0.46, -0.11, -0.28, -0.17, -0.16, -0.10, -0.14, -0.08, -0.15, -0.16, -0.14, -0.20, -0.15, -0.16, -0.79, -0.15, -0.26, -0.21, -0.08, -0.22, -0.24, -0.25, 0.11, 0.08, 0.10, 0.13, 0.11, 0.11, 0.11, 0.07, 0.11, 0.06, 0.11, 0.13, 0.06, 0.10, 0.11, 0.11, 0.07, 0.12, 0.12, 0.11, 0.11, 0.12, 0.11, 0.11, 0.06, 0.12, 0.12, 0.10, 0.10, 0.11, 0.11, 0.05, 0.07, 0.06, 0.13, 0.11, 0.12, 0.12, 0.11, 0.13],
  "max_force_ha_per_bohr": 0.0966,
  "e_homo_ev": -3.67,
  "gap_ev": 5.555,
  "total_energy_ev": -124419.534,
  "multiplicity": 1,
  "charge": -1
}